Below is a cluster of 2 separate species, C4H2F2O in total, with properties calculated with ωB97M-V with the def2-TZVPD basis set.

CARTESIAN COORDINATES (ANGSTROEM)
C 1.99 2.31 0.21
F 3.00 -0.47 -1.06
F 2.53 -0.85 1.01
O -0.29 -0.22 -1.11
C 2.11 -0.27 -0.11
H -0.08 -0.37 -2.03
C 1.65 1.13 0.16
H 0.23 -0.76 1.15
C 0.69 -0.02 -0.22

As for the multiplicity: 1. The calculation puts the HOMO-LUMO gap at 9.68 eV. As for the HOMO energy: -10.56 eV. As for the LUMO energy: -0.032 hartree. For the energy above the lowest of the compared OMol25 structures with the same formula, charge and spin, the calculation gives 662.94 kJ/mol. As for the total energy: -11654.673 eV.

Charges in e, computed with natural (NBO), in the same order as the atoms: number 1, C, carries 0.27; number 2, F, carries -0.29; number 3, F, carries -0.30; number 4, O, carries -0.67; number 5, C, carries 0.68; number 6, H, carries 0.51; number 7, C, carries -0.59; number 8, H, carries 0.17; number 9, C, carries 0.21